# 1
# C31H35N6O13

A 7-piece molecular cluster, C31H35N6O13 overall (the ωB97M-V functional and the def2-TZVPD basis, OMol25).

Calculated values
- frontier orbital gap (eV) = 5.69

Geometry as ORCA input:
```
! RIJCOSX wB97M-V def2-TZVPD def2/J DEFGRID3
* xyz -1 1
C 1.681 -1.411 1.298
O 2.632 -1.577 0.511
O 1.440 -0.145 1.631
O 1.052 -2.424 1.777
H 1.997 0.478 1.248
C -2.161 5.437 -0.470
C -1.106 5.463 -1.599
C 0.325 4.998 -1.067
C 0.442 4.465 0.409
C -0.622 4.753 1.427
C -2.002 5.129 0.868
N 1.825 3.964 0.689
O 2.792 4.155 -0.276
O 1.965 3.339 1.684
H -3.141 5.733 -0.897
H -1.178 5.622 -2.656
H 0.977 4.626 -1.943
H -0.413 4.665 2.427
H -2.760 5.217 1.466
C 0.695 -1.654 -3.176
C 0.584 -1.101 -4.545
C 1.686 -1.457 -5.519
C 2.678 -2.545 -5.051
C 2.875 -2.949 -3.579
C 1.765 -2.409 -2.681
N 3.608 -2.962 -6.065
O 4.482 -3.823 -5.722
O 3.440 -2.707 -7.262
H -0.225 -1.408 -2.495
H -0.243 -0.595 -5.011
H 1.709 -0.993 -6.440
H 3.644 -3.562 -3.124
H 1.699 -2.613 -1.649
C 0.629 2.251 -2.800
C 1.122 3.005 -3.972
C 2.530 2.772 -4.503
C 3.433 1.737 -3.823
C 2.782 0.850 -2.600
C 1.419 1.177 -2.044
N 4.777 1.416 -4.329
O 5.510 0.663 -3.628
O 5.053 1.783 -5.441
H -0.401 2.440 -2.583
H 0.410 3.615 -4.448
H 2.700 3.406 -5.552
H 3.212 -0.051 -1.947
H 0.921 0.989 -1.139
C -0.077 -0.593 4.669
C -0.576 0.728 4.103
C -1.294 1.702 5.167
C -1.358 1.056 6.636
C -0.755 -0.330 7.008
C -0.010 -1.016 5.996
N -2.032 1.856 7.643
O -2.142 3.108 7.327
O -2.518 1.242 8.574
H 0.271 -1.237 3.781
H -0.660 0.936 3.103
H -1.638 2.613 4.842
H -0.983 -0.869 7.910
H 0.674 -2.027 6.182
C -1.857 -0.216 0.274
O -1.357 -0.125 -0.918
N -2.983 0.418 0.559
C -3.682 0.263 1.754
C -3.398 1.573 -0.258
H -1.321 -0.953 1.148
H -3.323 0.814 2.711
H -3.743 -0.793 2.053
H -4.780 0.299 1.547
H -4.174 2.074 0.237
H -3.873 1.306 -1.335
H -2.753 2.372 -0.156
C -0.405 -5.328 0.171
O -0.379 -5.721 -0.966
N -1.168 -5.945 1.079
C -1.326 -5.316 2.374
C -1.973 -7.065 0.648
H 0.098 -4.348 0.477
H -0.959 -4.363 2.615
H -0.888 -6.186 2.894
H -2.311 -5.391 2.791
H -2.989 -6.891 0.216
H -2.276 -7.627 1.531
H -1.318 -7.783 0.213
*
```

Löwdin population analysis, charges in e, atoms 1 to 4: -0.8347 -0.0508 0.0659 -0.1032

=====

# 2
# C31H36BCl2IrN2O4SSb

C31H36BCl2IrN2O4SSb as an isolated structure (the ωB97M-V functional and the def2-TZVPD basis, OMol25).

Calculated values
- frontier orbital gap (spin up / spin down) (eV) = 6.59 / 4.52

Geometry as ORCA input:
```
! RIJCOSX wB97M-V def2-TZVPD def2/J DEFGRID3
* xyz 2 2
Ir -0.116 0.177 0.062
O 2.414 0.006 6.420
C 1.028 0.159 6.234
C 0.709 0.051 4.775
C -0.606 0.090 4.334
C -0.854 0.044 2.982
N 0.117 -0.039 2.060
C 1.410 -0.128 2.474
C 1.709 -0.080 3.822
C 2.461 -0.219 1.426
C 3.822 -0.232 1.706
C 4.749 -0.247 0.677
C 6.242 -0.257 0.920
O 6.874 0.827 0.275
C 4.279 -0.261 -0.633
C 2.918 -0.281 -0.844
N 2.031 -0.253 0.155
H 2.626 0.061 7.357
H 0.679 1.135 6.592
H 0.458 -0.601 6.780
H -1.426 0.165 5.036
H -1.867 0.084 2.606
H 2.734 -0.120 4.158
H 4.153 -0.233 2.736
H 6.658 -1.160 0.471
H 6.451 -0.278 1.992
H 6.801 1.624 0.809
H 4.969 -0.267 -1.466
H 2.514 -0.327 -1.848
Cl -0.247 0.331 -2.316
C -0.108 1.978 -2.835
C -0.097 2.245 -4.176
C 0.021 3.572 -4.591
C 0.110 4.599 -3.663
C 0.083 4.316 -2.310
Cl 0.169 5.598 -1.183
C -0.019 2.974 -1.852
S -0.022 2.655 -0.180
H -0.176 1.445 -4.900
H 0.041 3.800 -5.648
H 0.202 5.627 -3.985
C -8.769 -1.455 0.932
C -7.964 -1.573 -0.374
C -8.771 -0.928 -1.512
C -7.780 -3.055 -0.694
C -6.639 -0.832 -0.199
C -6.657 0.544 0.058
C -5.499 1.291 0.240
C -4.306 0.613 0.148
O -3.008 1.097 0.262
B -2.174 -0.006 0.085
O -2.935 -1.151 -0.131
C -4.268 -0.741 -0.094
C -5.411 -1.489 -0.271
H -9.708 -2.001 0.828
H -9.005 -0.418 1.173
H -8.210 -1.885 1.764
H -9.707 -1.474 -1.644
H -8.213 -0.973 -2.449
H -9.018 0.113 -1.306
H -8.760 -3.521 -0.804
H -7.256 -3.579 0.108
H -7.240 -3.199 -1.632
H -7.607 1.058 0.118
H -5.525 2.353 0.443
H -5.349 -2.551 -0.466
C -1.148 -3.599 1.661
Sb -0.261 -2.697 -0.041
C 1.620 -3.690 0.025
C -1.203 -3.756 -1.619
H -1.084 -4.678 1.535
H -2.188 -3.291 1.744
H -0.602 -3.299 2.554
H 1.423 -4.759 0.082
H 2.176 -3.372 0.906
H 2.203 -3.473 -0.868
H -1.149 -4.816 -1.378
H -0.683 -3.560 -2.554
H -2.239 -3.436 -1.698
*
```

Löwdin population analysis, charges in e, atoms 1 to 4: 0.7812 -0.0370 -0.1937 -0.1398

=====

# 3
# C31H36BF11N5O21

A 13-piece molecular cluster, C31H36BF11N5O21 overall (the ωB97M-V functional and the def2-TZVPD basis, OMol25).

Calculated values
- frontier orbital gap (eV) = 10.19

Geometry as ORCA input:
```
! RIJCOSX wB97M-V def2-TZVPD def2/J DEFGRID3
* xyz -1 1
B 0.048 -0.449 -0.030
F -0.840 -1.381 -0.618
F 1.164 -0.255 -0.829
F -0.716 0.712 0.120
F 0.462 -0.936 1.207
C -1.928 1.680 2.622
C -2.563 2.995 3.165
O -3.863 2.510 3.313
C -3.783 1.322 3.837
O -4.736 0.775 4.434
O -2.600 0.812 3.511
F -2.616 4.022 2.318
H -0.862 1.540 2.802
H -2.153 1.616 1.557
H -2.098 3.316 4.097
C 0.878 -3.563 -3.219
C -0.058 -4.655 -2.701
O -1.312 -4.427 -3.393
C -1.081 -3.497 -4.364
O -1.938 -3.116 -5.168
O 0.244 -3.107 -4.343
F -0.247 -4.516 -1.388
H 1.930 -3.816 -3.355
H 0.910 -2.713 -2.537
H 0.406 -5.609 -2.949
C -2.729 2.027 -1.566
C -2.523 0.634 -2.151
O -2.887 0.781 -3.502
C -3.704 1.898 -3.594
O -4.512 2.123 -4.535
O -3.635 2.556 -2.462
F -3.353 -0.225 -1.585
H -1.753 2.484 -1.401
H -3.082 2.015 -0.534
H -1.503 0.260 -2.064
C -1.579 -2.156 3.523
C -0.934 -2.211 4.910
O 0.130 -3.127 4.621
C -0.249 -3.995 3.671
O 0.300 -5.019 3.336
O -1.179 -3.414 2.998
F -1.825 -2.780 5.734
H -0.991 -1.350 3.084
H -2.662 -2.054 3.462
H -0.578 -1.245 5.269
C 5.238 5.210 -2.713
C 5.357 5.690 -1.302
O 4.678 4.579 -0.650
C 3.691 4.227 -1.422
O 2.828 3.434 -1.037
O 3.873 4.737 -2.668
F 4.669 6.845 -1.159
H 5.885 4.384 -3.010
H 5.339 6.021 -3.434
H 6.354 5.902 -0.914
C 1.953 2.369 1.887
C 3.246 1.591 1.871
O 2.981 0.572 2.790
C 2.020 0.931 3.657
O 1.763 0.404 4.724
O 1.485 2.042 3.147
F 4.256 2.390 2.276
H 1.457 1.899 1.038
H 2.157 3.439 1.867
H 3.511 1.236 0.875
C -3.353 -2.510 0.572
C -3.992 -3.847 1.066
O -5.342 -3.466 0.940
C -5.561 -2.169 1.076
O -6.622 -1.454 1.069
O -4.333 -1.647 1.055
F -3.814 -4.115 2.326
H -3.273 -2.559 -0.514
H -2.376 -2.378 1.036
H -3.816 -4.735 0.459
C 3.062 -2.914 3.915
C 3.763 -4.051 4.586
N 4.297 -4.892 5.146
H 2.573 -2.211 4.590
H 2.318 -3.323 3.232
H 3.767 -2.405 3.257
C 2.764 0.549 -3.383
C 3.791 0.842 -4.391
N 4.539 1.048 -5.239
H 3.026 0.993 -2.422
H 2.569 -0.486 -3.100
H 1.820 0.991 -3.703
C -5.703 -1.646 -3.440
C -4.967 -2.912 -3.136
N -4.383 -3.847 -2.840
H -5.973 -1.616 -4.496
H -4.980 -0.899 -3.112
H -6.634 -1.641 -2.873
C 4.962 -2.183 -1.166
C 4.444 -2.393 -2.525
N 4.088 -2.608 -3.620
H 5.456 -3.094 -0.829
H 4.108 -1.971 -0.522
H 5.627 -1.323 -1.081
C 0.236 5.632 -0.587
C 0.477 7.034 -0.463
N 0.661 8.185 -0.354
H 1.227 5.184 -0.662
H -0.461 5.264 -1.340
H -0.131 5.210 0.348
*
```

Löwdin population analysis, charges in e, atoms 1 to 4: -1.3140 0.1008 0.1325 0.1148

=====

# 4
# C31H36BN16O2PSV

C31H36BN16O2PSV as an isolated structure (the ωB97M-V functional and the def2-TZVPD basis, OMol25).

Calculated values
- frontier orbital gap (spin up / spin down) (eV) = 7.72 / 7.70

Geometry as ORCA input:
```
! RIJCOSX wB97M-V def2-TZVPD def2/J DEFGRID3
* xyz 1 3
V 0.218 -0.098 -0.673
C 0.816 0.184 -5.134
C 0.347 0.709 -3.933
N 0.733 -0.037 -2.900
N 1.489 -1.034 -3.421
C 1.528 -0.934 -4.757
B 2.128 -2.036 -2.429
N 2.869 -1.164 -1.370
C 4.166 -1.233 -1.028
C 4.461 -0.165 -0.205
C 3.259 0.528 -0.087
N 2.310 -0.075 -0.793
N 0.964 -2.829 -1.804
C 0.579 -4.110 -1.943
C -0.635 -4.274 -1.307
C -0.943 -3.015 -0.796
N 0.020 -2.150 -1.105
N 3.156 -2.930 -3.085
C 4.117 -2.585 -3.986
C 5.048 -3.590 -4.021
C 4.583 -4.522 -3.074
N 3.464 -4.119 -2.505
H 0.660 0.558 -6.130
H -0.262 1.577 -3.779
H 2.042 -1.665 -5.355
H 4.785 -2.031 -1.403
H 5.408 0.076 0.243
H 3.010 1.380 0.524
H 1.212 -4.809 -2.458
H -1.209 -5.179 -1.215
H -1.782 -2.701 -0.194
H 4.099 -1.642 -4.503
H 5.927 -3.642 -4.638
H 5.017 -5.467 -2.788
N -5.741 3.222 4.543
C -4.911 2.281 3.981
C -5.442 1.146 3.356
C -4.613 0.226 2.747
C -3.239 0.419 2.759
C -2.696 1.532 3.390
C -3.521 2.461 3.989
S -2.157 -0.765 2.057
O -1.080 -0.954 2.987
O -2.923 -1.911 1.654
N -1.504 -0.053 0.705
C -2.375 0.131 -0.317
N -3.704 0.201 -0.206
C -4.386 0.253 -1.334
C -3.786 0.209 -2.592
C -2.411 0.190 -2.615
N -1.701 0.216 -1.481
H -6.687 2.951 4.750
H -5.342 3.873 5.195
H -6.514 0.993 3.350
H -5.021 -0.647 2.258
H -1.622 1.667 3.423
H -3.096 3.330 4.477
H -5.465 0.321 -1.245
H -4.364 0.194 -3.502
H -1.858 0.144 -3.540
N 1.022 0.796 4.444
C 0.878 2.151 4.619
C 1.006 2.688 3.376
N 1.212 1.697 2.443
C 1.218 0.576 3.119
C 1.427 -0.751 2.565
N 1.227 -1.134 1.320
C 1.534 -2.481 1.297
C 1.919 -2.894 2.529
N 1.856 -1.781 3.325
H 0.843 0.105 5.152
H 0.707 2.587 5.587
H 0.968 3.730 3.103
H 1.489 -3.068 0.402
H 2.241 -3.850 2.900
H 2.051 -1.763 4.310
C -0.227 3.434 -2.104
P 0.201 2.562 -0.557
C -1.148 3.145 0.516
C 1.631 3.584 -0.073
H -0.327 4.500 -1.895
H -1.179 3.077 -2.498
H 0.552 3.303 -2.852
H -1.193 4.236 0.509
H -0.994 2.786 1.529
H -2.104 2.757 0.164
H 1.319 4.628 -0.011
H 2.407 3.504 -0.836
H 2.042 3.271 0.880
*
```

Löwdin population analysis, charges in e, atoms 1 to 4: 0.8637 -0.0215 -0.1605 0.0054

=====

# 5
# C31H36BiBrN8O3

C31H36BiBrN8O3 as an isolated structure (the ωB97M-V functional and the def2-TZVPD basis, OMol25).

Calculated values
- frontier orbital gap (eV) = 6.89

Geometry as ORCA input:
```
! RIJCOSX wB97M-V def2-TZVPD def2/J DEFGRID3
* xyz 0 1
Bi -0.939 -1.701 19.421
Br -2.552 5.814 20.248
C -2.421 3.922 20.439
C -3.617 3.160 20.456
C -3.537 1.792 20.525
C -2.271 1.132 20.543
O -2.268 -0.177 20.507
C -1.033 1.911 20.597
C 0.295 1.388 20.481
N 0.707 0.151 20.319
C 1.833 -0.226 21.080
C 3.006 -0.644 20.470
C 4.169 -0.967 21.173
C 4.153 -0.981 22.571
C 2.983 -0.529 23.238
C 2.935 -0.520 24.642
C 1.740 -0.224 25.277
C 0.646 0.115 24.475
N 0.641 0.123 23.140
C 1.807 -0.184 22.514
C -1.173 3.342 20.470
H -4.630 3.638 20.355
H -4.482 1.208 20.506
H 1.056 2.188 20.566
H 2.952 -0.798 19.384
H 5.055 -1.328 20.635
H 5.034 -1.238 23.147
H 3.864 -0.765 25.161
H 1.632 -0.341 26.378
H -0.280 0.447 24.973
H -0.288 3.985 20.492
C -3.319 0.350 14.668
N -2.276 0.466 15.733
C -1.398 1.633 15.626
C -1.975 -0.529 16.594
N -1.010 -0.463 17.521
N -2.682 -1.730 16.464
C -3.263 -2.512 17.459
N -4.247 -3.297 17.000
N -2.959 -2.451 18.719
H -3.828 -0.621 14.689
H -2.819 0.455 13.690
H -4.017 1.180 14.805
H -0.857 1.647 14.641
H -0.675 1.603 16.452
H -1.993 2.549 15.739
H -0.638 0.470 17.635
H -2.999 -1.863 15.529
H -4.217 -3.674 16.070
H -4.696 -3.907 17.686
H -3.494 -3.225 19.468
C 0.713 -3.954 21.611
N -0.394 -4.330 20.659
C -1.471 -4.987 21.422
C 0.036 -5.122 19.461
C 1.005 -4.356 18.550
C 2.147 -4.983 18.065
C 3.109 -4.304 17.326
C 2.884 -2.950 17.050
C 1.689 -2.358 17.424
C 0.761 -3.051 18.180
H 0.946 -4.797 22.284
H 0.257 -3.162 22.254
H 1.612 -3.552 21.078
H -1.157 -6.011 21.778
H -2.424 -5.040 20.833
H -1.697 -4.407 22.324
H -0.897 -5.318 18.857
H 0.467 -6.078 19.815
H 2.336 -5.996 18.275
H 4.027 -4.779 17.023
H 3.593 -2.412 16.426
H 1.468 -1.308 17.102
C -6.321 -4.721 21.343
C -5.408 -3.901 20.358
O -5.964 -2.985 19.670
O -4.172 -4.210 20.252
H -7.238 -4.976 20.793
H -6.639 -4.098 22.175
H -5.843 -5.636 21.715
*
```

Löwdin population analysis, charges in e, atoms 1 to 4: 1.8391 0.6843 -0.7056 -0.1277

=====

The max |F| results, record by record, are as follows: 9.6 2.3 6.1 0.9 2.6 eV Å⁻¹.